(1)
{
  "formula": "C2H3N4O2S",
  "method": "the ωB97M-V functional and the def2-TZVPD basis",
  "species": ["C", "C", "N", "N", "N", "N", "O", "O", "S", "H", "H", "H"],
  "positions_angstrom": [[1.0556, 1.7642, -0.2440], [-0.6692, -1.4236, -0.7387], [-0.1802, 1.8450, -0.5130], [-1.2827, 1.9064, -0.8022], [0.2950, -1.3448, 0.1103], [-0.0323, -1.1768, 1.3965], [-1.0393, -0.6013, 1.7309], [0.8259, -1.5038, 2.2630], [-0.3921, -1.2729, -2.3646], [1.8109, 1.6114, -1.1394], [1.3851, 1.9152, 0.6535], [-1.7769, -1.7190, -0.3524]],
  "nbo_charge": [-0.4428, -0.0758, 0.0616, -0.0439, -0.4325, 0.6031, -0.4555, -0.4914, -0.3181, 0.2243, 0.1999, 0.1711],
  "multiplicity": 1,
  "total_charge": -1,
  "fmax_ev_per_a": 7.005,
  "e_tot_ev": -23008.9930
}

=====

(2)
{
  "formula": "C9H19NPSr",
  "method": "the ωB97M-V functional and the def2-TZVPD basis",
  "species": ["C", "Sr", "N", "H", "H", "H", "H", "H", "H", "H", "H", "C", "P", "C", "C", "C", "C", "C", "C", "C", "H", "H", "H", "H", "H", "H", "H", "H", "H", "H", "H"],
  "positions_angstrom": [[-1.6935, -1.8559, -3.7151], [-0.0651, -1.2565, -1.7588], [1.1565, 0.3340, -3.8275], [-2.2302, -0.9350, -0.6863], [-1.9829, -0.1987, -1.4220], [-2.7350, -2.0209, -3.2224], [-1.0423, -2.7571, -3.8955], [-1.6781, -0.9463, -4.4682], [2.1509, 0.1501, -3.9312], [0.8887, 1.2799, -3.5259], [0.4533, -0.2469, -4.4287], [-1.2613, 2.3078, 1.6429], [-0.7762, 1.0920, 0.4239], [0.6677, 2.0602, -0.2830], [0.2061, -0.0353, 1.5062], [-0.5658, -0.7066, 2.4214], [-0.0831, -1.5813, 3.3605], [1.3194, -1.7541, 3.3879], [2.1394, -1.1206, 2.4940], [1.5978, -0.2611, 1.5600], [-1.7002, 3.1623, 1.1653], [-0.4177, 2.6358, 2.2074], [-1.9704, 1.8681, 2.3050], [1.1680, 2.6323, 0.5234], [1.4415, 1.4562, -0.8113], [0.2625, 2.8212, -0.9921], [-1.6596, -0.5241, 2.3301], [-0.7720, -2.0520, 4.0516], [1.6751, -2.4434, 4.1447], [3.2141, -1.3326, 2.5553], [2.2923, 0.2286, 0.8884]],
  "nbo_charge": [-1.4818, 0.8034, -1.2384, -0.3889, -0.0914, 0.1967, 0.1722, 0.1852, 0.3838, 0.3921, 0.4187, -0.9345, 0.7730, -1.0082, -0.3812, -0.2264, -0.2508, -0.2166, -0.2183, -0.2577, 0.2288, 0.2120, 0.2280, 0.1959, 0.2346, 0.2310, 0.2011, 0.2071, 0.1978, 0.2099, 0.2229],
  "multiplicity": 1,
  "total_charge": -1,
  "fmax_ev_per_a": 2.958,
  "e_tot_ev": -21249.5804
}

=====

(3)
{
  "formula": "C24H23N3O2PdSeSi",
  "method": "the ωB97M-V functional and the def2-TZVPD basis",
  "species": ["Pd", "O", "C", "C", "C", "C", "C", "C", "C", "N", "N", "C", "O", "C", "C", "C", "C", "C", "C", "H", "H", "H", "H", "H", "H", "H", "H", "H", "H", "Se", "C", "C", "C", "N", "C", "C", "H", "H", "H", "H", "C", "Si", "C", "C", "C", "C", "H", "H", "H", "H", "H", "H", "H", "H", "H"],
  "positions_angstrom": [[0.2624, -0.5876, -0.8789], [1.0590, -2.0494, -1.9131], [0.6344, -3.2850, -1.8558], [1.2384, -4.2068, -2.7427], [0.8874, -5.5321, -2.7544], [-0.0909, -6.0271, -1.8811], [-0.6941, -5.1544, -1.0144], [-0.3622, -3.7838, -0.9753], [-1.0900, -2.9788, -0.0318], [-0.9621, -1.7127, 0.1192], [-1.7445, -1.0503, 1.0558], [-1.4873, 0.2261, 1.0313], [-0.6050, 0.7884, 0.2566], [-2.2553, 1.1287, 1.9236], [-2.0171, 2.4980, 1.8681], [-2.7442, 3.3642, 2.6705], [-3.7057, 2.8648, 3.5366], [-3.9416, 1.4964, 3.5977], [-3.2224, 0.6292, 2.7930], [1.9940, -3.8201, -3.4137], [1.3752, -6.2028, -3.4511], [-0.3651, -7.0725, -1.8927], [-1.4557, -5.5126, -0.3310], [-1.8181, -3.4639, 0.6134], [-1.2662, 2.8741, 1.1871], [-2.5614, 4.4294, 2.6133], [-4.2737, 3.5403, 4.1635], [-4.6921, 1.1059, 4.2729], [-3.4003, -0.4366, 2.8255], [0.2877, 1.1359, -3.2630], [-0.6235, 2.5789, -2.3771], [0.0509, 3.7135, -1.9605], [-0.6822, 4.7051, -1.3270], [-1.9937, 4.6330, -1.1096], [-2.6213, 3.5373, -1.5237], [-1.9851, 2.4774, -2.1573], [1.1166, 3.8229, -2.1078], [-0.1876, 5.6059, -0.9806], [-3.6857, 3.4886, -1.3238], [-2.5384, 1.5905, -2.4360], [4.9895, 0.8497, 0.4339], [3.2787, 0.1095, 0.4683], [2.2905, 0.7117, 1.9254], [3.3283, -1.7484, 0.3660], [2.3642, 0.6936, -1.0494], [1.6070, 0.9143, -1.9782], [5.5670, 0.5218, 1.3009], [4.9467, 1.9401, 0.4523], [5.5294, 0.5455, -0.4644], [2.7360, 0.3611, 2.8593], [1.2637, 0.3443, 1.8725], [2.2539, 1.8023, 1.9547], [3.7827, -2.1691, 1.2662], [3.9082, -2.0794, -0.4973], [2.3209, -2.1551, 0.2639]],
  "nbo_charge": [0.9451, -0.7024, 0.3762, -0.2396, -0.1777, -0.2819, -0.1326, -0.2445, 0.1399, -0.2812, -0.4133, 0.5368, -0.7108, -0.0505, -0.2052, -0.2048, -0.2024, -0.2181, -0.1940, 0.2147, 0.2121, 0.2156, 0.2066, 0.2092, 0.2334, 0.2161, 0.2124, 0.2132, 0.2338, 0.4911, -0.1400, -0.2728, 0.0406, -0.4101, 0.0498, -0.2702, 0.2318, 0.1974, 0.2014, 0.2329, -1.1094, 1.6076, -1.1095, -1.1075, -0.4042, -0.3447, 0.2419, 0.2423, 0.2440, 0.2405, 0.2561, 0.2450, 0.2398, 0.2485, 0.2517],
  "multiplicity": 1,
  "fmax_ev_per_a": 0.838,
  "e_tot_ev": -110529.5380
}

=====

(4)
{
  "formula": "C9H26N4O3Rb",
  "method": "the ωB97M-V functional and the def2-TZVPD basis",
  "species": ["Rb", "C", "C", "C", "O", "C", "N", "H", "H", "H", "H", "H", "H", "H", "H", "H", "H", "H", "C", "C", "C", "O", "C", "N", "H", "H", "H", "H", "H", "H", "H", "H", "H", "H", "H", "C", "O", "N", "N", "H", "H", "H", "H"],
  "positions_angstrom": [[1.9502, 0.6353, -0.4865], [-2.1682, -0.2425, 1.1211], [-0.9844, 0.1804, 1.9522], [-0.7139, 1.6848, 1.7782], [-0.5542, 1.9576, 0.3905], [-0.5306, 3.3342, 0.0724], [-1.1820, -0.1758, 3.3475], [-2.4781, -1.2449, 1.4407], [-1.9064, -0.3140, 0.0674], [-3.0692, 0.3589, 1.2582], [-0.0761, -0.3099, 1.5900], [0.2330, 1.9429, 2.2738], [-1.5727, 2.2110, 2.2095], [0.4253, 3.7910, 0.3598], [-1.3243, 3.8737, 0.5953], [-0.6901, 3.4306, -0.9993], [-2.0999, 0.1084, 3.6772], [-0.5303, 0.3170, 3.9527], [-0.8832, 0.9719, -3.9236], [-0.4771, -0.1649, -3.0147], [-1.5380, -1.2376, -2.8370], [-1.0303, -2.1981, -1.9481], [-2.0170, -3.0840, -1.4590], [0.8214, -0.7326, -3.4241], [-0.0547, 1.6796, -4.0196], [-1.7126, 1.5821, -3.5620], [-1.1549, 0.6203, -4.9230], [-0.2683, 0.2948, -2.0389], [-1.6760, -1.6536, -3.8518], [-2.5065, -0.8388, -2.5217], [-1.5464, -3.9956, -1.0870], [-2.7194, -3.4073, -2.2311], [-2.5514, -2.6370, -0.6159], [0.8533, -1.6864, -3.0734], [0.8720, -0.7834, -4.4370], [3.9300, -0.4269, 2.7673], [2.9344, -0.1231, 2.1050], [4.6377, 0.5248, 3.4584], [4.4156, -1.6938, 2.8624], [5.4719, 0.2864, 3.9629], [4.3382, 1.4778, 3.3934], [3.9648, -2.4099, 2.3262], [5.1685, -1.9035, 3.4915]],
  "nbo_charge": [0.9731, -0.6261, -0.0599, -0.0765, -0.5905, -0.2540, -0.8172, 0.2266, 0.2168, 0.2127, 0.1635, 0.1661, 0.1798, 0.1630, 0.1908, 0.1970, 0.3590, 0.3583, -0.6245, -0.0576, -0.0784, -0.5617, -0.2526, -0.8695, 0.2175, 0.2259, 0.2163, 0.1417, 0.1704, 0.1843, 0.1985, 0.1810, 0.1753, 0.3766, 0.3677, 0.7911, -0.7570, -0.8317, -0.8246, 0.3989, 0.4117, 0.4157, 0.4028],
  "multiplicity": 1,
  "total_charge": 1,
  "fmax_ev_per_a": 1.135,
  "e_tot_ev": -22509.1069
}

=====

(5)
{
  "formula": "C11H10N2O5",
  "method": "the ωB97M-V functional and the def2-TZVPD basis",
  "species": ["N", "C", "O", "C", "C", "C", "O", "C", "O", "C", "O", "O", "H", "H", "H", "H", "H", "C", "C", "C", "N", "C", "C", "H", "H", "H", "H", "H"],
  "positions_angstrom": [[0.1218, -1.3311, 1.3585], [-0.3384, -1.7898, 0.4417], [-1.0641, -2.4986, -0.4148], [-0.7952, -2.0184, -1.7441], [-1.2896, -0.5765, -2.0641], [-0.1572, 0.4836, -2.1703], [0.3894, 0.9136, -1.2197], [-1.7376, -2.9825, -2.5955], [-0.7708, -4.0449, -2.7719], [0.3057, -3.2926, -3.2414], [0.8519, -3.4345, -4.2333], [0.4889, -2.3241, -2.2509], [-2.0367, -0.2111, -1.3389], [-1.7758, -0.6141, -3.0570], [0.1038, 0.8726, -3.1879], [-2.0046, -2.6433, -3.6087], [-2.5280, -3.3723, -1.9403], [1.0045, 1.7947, 2.2553], [0.8716, 3.1371, 1.9395], [1.0089, 4.0674, 2.9583], [1.2586, 3.7455, 4.2295], [1.3811, 2.4460, 4.5111], [1.2656, 1.4370, 3.5672], [0.9056, 1.0373, 1.4890], [0.6665, 3.4554, 0.9258], [0.9163, 5.1301, 2.7589], [1.5817, 2.2144, 5.5521], [1.3764, 0.3991, 3.8517]],
  "nbo_charge": [-0.3552, 0.5179, -0.4634, 0.4984, -0.5653, 0.4503, -0.4830, -0.1140, -0.5136, 0.9829, -0.4824, -0.5138, 0.2651, 0.2268, 0.1194, 0.1991, 0.2337, -0.1657, -0.2661, 0.0275, -0.4243, 0.0288, -0.2611, 0.2399, 0.2177, 0.1872, 0.1882, 0.2248],
  "smiles": "N#CO[C@]1(CC=O)COC(=O)O1.c1ccncc1",
  "multiplicity": 1,
  "fmax_ev_per_a": 4.898,
  "e_tot_ev": -24783.7472
}

=====

(6)
{
  "formula": "C2H2ClIO",
  "method": "the ωB97M-V functional and the def2-TZVPD basis",
  "species": ["O", "C", "C", "I", "H", "Cl", "H"],
  "positions_angstrom": [[1.6608, 0.4260, -1.9725], [0.7854, 0.6193, -1.2377], [-0.2564, 0.7887, -0.4996], [-2.0046, 1.4916, -1.6500], [-0.0997, 0.7162, 0.6119], [1.4911, -1.4715, 1.2449], [1.0634, -0.8041, 2.2860]],
  "nbo_charge": [-0.4409, 0.6696, -0.6942, 0.1828, 0.2742, -0.2629, 0.2715],
  "smiles": "O=C=CI.Cl",
  "multiplicity": 1,
  "fmax_ev_per_a": 2.167,
  "e_tot_ev": -24775.4629
}

=====

What is the formula in the fourth record? C9H26N4O3Rb